(1)
This record from OMol25 describes C32H45BiFN3O5SSi as an isolated structure. The level of theory is ωB97M-V/def2-TZVPD.

Output
LUMO level in eV: -0.73
Gap between HOMO and LUMO in eV: 7.37
HOMO level in eV: -8.1
Energy above the lowest of the compared OMol25 structures with the same formula, charge and spin in eV: 0.000

```
! wB97M-V def2-TZVPD RIJCOSX def2/J DEFGRID3
* xyz 0 1
C 1.895 -0.355 -1.627
C -3.780 0.252 1.282
H -4.063 0.617 2.262
H -3.733 1.220 -1.966
H 2.873 0.470 2.194
H 2.832 -2.318 -1.583
C -2.735 5.472 -4.291
C 5.282 -1.949 1.608
H -1.587 1.286 6.299
C -2.429 4.966 -3.046
H -0.826 0.324 4.146
H 3.461 -1.208 -2.807
H -3.624 -1.639 -3.093
C -1.976 3.152 3.001
C -2.867 -1.477 -0.120
C 3.664 -1.840 3.510
C -0.271 -4.995 -0.469
H -3.048 -1.631 2.012
H 4.608 0.563 2.531
H -3.251 6.417 -4.384
H -0.224 -4.750 -1.531
H 3.903 -0.990 -1.108
N -1.968 3.889 -0.528
H 2.716 1.203 -2.860
C 0.909 -4.371 0.263
H -4.378 2.048 0.257
H 0.556 -1.836 -2.424
S 0.252 -1.027 2.393
C -1.709 3.548 -5.315
C 2.327 1.086 -1.847
N -1.716 3.268 0.648
C -2.372 4.751 -5.428
C 3.927 -1.428 2.068
C -1.292 1.299 4.182
H -2.703 5.501 -2.148
C -3.962 1.053 0.158
C -2.421 3.767 4.164
C 2.224 -4.914 -0.284
H -1.416 2.976 -6.186
H 1.646 -4.180 2.292
Si 1.429 -1.687 0.815
C -3.599 0.585 -1.096
H 4.039 0.369 0.868
H -2.421 -2.460 -0.224
H -2.366 -0.420 -3.279
H 2.281 -4.745 -1.361
H -2.610 5.136 -6.412
Bi -0.589 1.013 0.754
O -0.738 1.858 -4.013
H -2.637 4.793 1.673
H 4.431 -1.422 4.165
H -0.550 1.689 -3.063
C -3.059 -0.691 -1.256
H 0.794 -5.695 1.964
C -2.731 -1.215 -2.627
H 3.691 -2.928 3.599
C -2.136 3.829 1.712
H 2.689 -1.484 3.839
C -2.290 3.104 5.372
O 0.839 -2.965 -0.020
H 2.296 -5.987 -0.101
H 6.081 -1.524 2.216
C 0.780 -0.778 -2.568
C -3.223 -1.013 1.141
C 3.852 0.085 1.905
H 3.067 -4.415 0.194
H 5.316 -3.036 1.696
H -1.976 -1.998 -2.579
F 0.990 2.184 1.214
H -2.863 4.753 4.107
N -1.420 1.930 3.016
H -0.126 -0.210 -2.359
C -1.716 1.845 5.383
C -1.461 3.217 -1.550
H -1.211 -4.614 -0.064
H -0.119 -4.184 2.155
C 3.097 -1.280 -1.781
C 0.799 -4.622 1.762
H -2.631 3.565 6.289
H 5.459 -1.682 0.565
H 3.109 1.353 -1.136
H 1.061 -0.607 -3.608
H -0.262 -6.080 -0.360
H 1.498 1.778 -1.714
O -0.758 2.148 -1.447
C -1.756 3.748 -2.900
O 2.960 -2.078 1.219
O 1.352 -0.419 -0.273
C -1.389 3.038 -4.056
*
```

(2)
This record from OMol25 describes C32H45N6O7SSiSr as an isolated structure at a distorted geometry. The level of theory is ωB97M-V/def2-TZVPD.

Output
LUMO level in eV: 2.26
Gap between HOMO and LUMO in eV: 6.40
HOMO level in eV: -4.1

```
! wB97M-V def2-TZVPD RIJCOSX def2/J DEFGRID3
* xyz -1 1
S -1.700 0.941 -0.120
C -1.304 4.499 1.623
N 0.785 -4.222 2.373
C -2.959 -3.907 -2.629
C -1.186 5.853 0.915
H 0.802 -0.166 -1.470
C 2.282 2.814 -0.411
H 1.449 4.805 -0.285
H -3.015 2.189 -2.377
O -0.390 3.571 1.037
C 1.823 -5.619 0.717
C -2.561 -2.871 -0.565
H -2.479 -4.773 -2.180
O -1.529 -3.516 -0.445
H 4.297 2.536 -1.146
C 1.530 -6.506 2.966
H -3.111 2.948 -3.986
H -3.426 3.907 -2.521
H -3.409 4.686 2.103
H -1.896 6.568 1.336
C 3.313 2.080 -1.266
H 1.911 3.190 1.675
H -1.175 -2.712 5.436
C -0.513 0.262 3.951
H 1.166 -6.375 3.972
C -0.037 -2.415 3.665
H -0.675 1.328 4.023
H -1.716 5.560 -3.154
H 2.243 -4.061 -4.021
Sr 0.303 -2.781 0.653
C 1.125 -1.007 -2.074
C 1.923 -3.162 -3.514
N 0.448 -1.568 2.751
H 0.616 0.390 2.129
O -1.014 3.669 -1.469
C 2.457 -6.819 0.376
H 2.785 1.680 1.358
O 0.046 -4.598 4.561
H 3.171 4.766 -0.720
H -2.261 -3.429 -3.316
N 1.327 -2.161 -1.436
H -1.237 4.685 -4.626
H 1.932 4.328 -1.917
C 2.684 2.727 1.064
H 3.635 3.235 1.238
N -3.067 -2.045 0.374
C 1.312 -0.858 -3.438
O -3.371 -2.976 -1.622
H 1.870 -1.890 -5.242
H 3.369 1.031 -0.973
C 1.723 -3.229 -2.138
H -3.721 -1.343 0.056
C 0.281 -3.903 3.560
H 2.810 -6.941 -0.634
N 1.646 -4.530 -0.147
C -0.802 -1.972 4.742
H 1.143 0.102 -3.907
H -3.076 3.947 0.520
H 0.572 2.563 -3.301
H -0.175 6.252 1.026
H -1.390 5.721 -0.146
H 3.129 -8.752 1.004
C -0.485 2.354 -3.476
Si -0.517 2.602 -0.299
C 2.168 -7.682 2.598
H -1.890 -0.758 1.303
C 1.976 -4.556 -1.436
C -1.064 4.780 -3.552
H 3.027 2.126 -2.319
O 1.039 2.134 -0.604
H -0.917 3.675 3.578
H -1.655 -0.250 5.701
C -1.338 3.454 -2.840
C -2.750 4.006 1.559
H 2.301 -8.472 3.329
O 2.436 -5.469 -2.141
H -1.504 5.353 3.612
C 2.629 -7.838 1.303
C -0.867 4.645 3.080
C 1.717 -1.963 -4.172
C 1.348 -5.459 2.056
H -0.718 1.387 -3.028
H -3.864 -4.199 -3.153
H -0.028 5.080 -3.384
C -1.050 -0.619 4.882
N -2.224 -1.719 1.449
C -2.822 3.101 -2.944
H 0.167 4.992 3.121
H -2.824 3.005 1.983
H -2.762 -1.751 2.305
C 0.218 -0.262 2.900
C 2.206 4.276 -0.861
H -0.669 2.305 -4.551
*
```

(3)
This record from OMol25 describes a 4-piece molecular cluster, C32H46BrFN3O9P2 overall at a distorted geometry. The level of theory is ωB97M-V/def2-TZVPD.

Output
LUMO level in eV: 1.05
Gap between HOMO and LUMO in eV: 4.81
HOMO level in eV: -3.8
Energy above the lowest of the compared OMol25 structures with the same formula, charge and spin in eV: 1.579

```
! wB97M-V def2-TZVPD RIJCOSX def2/J DEFGRID3
* xyz -1 1
N 1.595 4.815 -1.618
H 1.044 -0.791 1.739
H -0.221 2.587 2.887
C 0.699 -2.396 -4.159
Br -1.385 -4.532 3.703
O 2.975 -2.579 -3.912
H -4.604 1.230 0.696
H 4.663 2.768 -5.431
O 2.098 5.594 -0.837
C 1.314 3.828 2.009
H 3.787 3.026 0.784
C -4.482 1.752 1.666
O 0.431 4.477 -1.590
H 5.635 4.307 -3.760
C 2.630 -7.695 -2.086
H -0.243 0.399 1.247
C 0.487 -2.732 -2.828
C -0.811 -2.782 -2.340
C 2.445 4.240 -2.659
H 0.843 3.097 -3.538
H 0.323 -0.848 0.119
C 1.889 3.367 -3.584
H 3.639 -8.086 -2.146
C -0.363 -2.122 -5.010
H -2.793 2.966 0.875
C -1.880 -2.502 -3.181
O -2.869 -0.270 4.505
H 4.219 5.258 -1.983
O -1.932 -6.066 -2.880
H -1.157 0.080 3.197
C 4.586 4.047 -3.709
C 2.102 2.467 1.984
H -4.589 4.073 3.164
H -1.264 4.558 1.502
H -0.034 -7.021 -4.060
H -2.553 4.594 4.280
H -0.992 -3.034 -1.302
H -1.006 -1.671 4.040
H -0.520 -2.679 1.757
O -3.199 -0.407 2.054
N -1.281 -6.123 -1.856
O 2.221 -1.986 -5.832
C 0.068 -6.682 -1.935
N 2.066 -2.316 -4.672
C 3.645 2.695 1.831
H 2.270 2.160 -5.314
H -5.465 1.900 2.145
H -4.326 -2.196 5.032
H 0.396 3.824 4.038
H 4.781 1.192 2.998
H 1.841 1.840 2.853
H -2.514 1.417 2.309
H 1.951 4.639 2.397
H -3.798 1.626 4.647
C -0.968 -1.677 1.618
H 1.778 1.924 1.077
C -3.773 0.702 4.029
H 0.436 -6.459 0.176
H -0.196 -1.865 -6.047
H 2.257 -7.918 -4.188
H 0.873 4.043 1.022
H -3.695 5.131 2.062
C 0.090 3.643 2.991
H 1.315 -2.950 -2.167
C 0.565 -7.093 -3.163
H -0.970 5.583 2.976
H -4.843 0.374 4.080
H -2.891 -2.536 -2.795
C -3.482 0.909 2.514
F -1.825 -1.796 0.481
C -1.123 4.554 2.598
C 2.693 2.838 -4.583
H 4.011 3.444 2.550
H 3.639 0.457 1.862
C -2.392 4.002 3.353
C 4.339 1.301 1.986
C 4.039 3.179 -4.647
H 5.172 1.152 1.272
H -4.385 3.642 0.530
C 3.789 4.582 -2.708
H -2.145 2.982 3.688
C 2.117 -7.288 -0.860
C -3.798 3.114 1.312
O -1.664 -5.745 -0.773
C -1.657 -2.177 -4.515
C 0.095 -0.647 1.190
H -2.494 -1.962 -5.167
H 2.723 -7.366 0.034
C -3.696 4.114 2.513
O -3.876 -3.036 4.911
P -2.029 -1.074 3.172
C 0.830 -6.778 -0.780
C 1.855 -7.600 -3.235
P -3.079 -3.014 3.399
*
```